(1)
146
Properties=species:S:1:pos:R:3 method="wB97M-V/def2-TZVPD" total_charge=+1 de_lowest_kj_mol=1629.7
O -5.41023 -2.94920 0.17659
O -4.67450 0.10622 0.97621
O -4.69430 2.36195 1.62622
O 0.95009 1.99257 -3.29457
O -1.34907 3.61506 -4.17638
N -4.25464 3.02521 -5.41541
N -2.00008 3.12593 -3.08386
N -3.35815 -2.36248 5.92914
N 3.38133 -2.44493 2.09083
N 7.46035 -8.40747 0.92943
C 0.90044 6.11889 -1.74827
C 0.97620 -0.54913 -6.05165
C -1.99453 1.91125 -0.70985
C 6.67439 -9.55769 1.36691
C -4.28513 4.01645 -4.25683
C 0.18020 0.55097 -5.16071
C -6.10797 4.64182 -1.44544
C -7.15665 5.51476 -2.22718
C -5.66570 -0.40246 0.03018
C 0.37306 2.29085 -2.00016
C -1.08948 5.04781 -3.98315
C 3.53108 -1.74448 3.36327
C 2.96246 -0.55350 0.42358
C -6.10550 9.39277 -0.67458
C 1.04633 4.70756 -5.63386
C 5.39371 -3.89223 2.39354
C -2.28648 -0.45114 7.24877
C -1.25287 1.18992 0.50672
C 0.40218 5.52529 -4.35972
C 7.86258 -7.11149 3.09551
C 4.60942 -2.95282 1.48347
C 0.74422 0.58100 -3.61988
C -3.21468 -1.66244 7.20252
C -5.08910 6.89495 -0.12758
C -5.09369 5.32434 -0.40745
C 8.86234 -8.66579 0.60998
C 7.25528 -7.18016 1.69608
C 4.46653 -0.53864 3.40690
C -4.26604 -1.73782 4.96924
C -7.15039 7.09132 -1.94172
C -2.12648 -2.86220 5.32350
C -0.64394 0.60444 1.52646
C -6.21855 -1.81145 0.65940
C -4.30982 2.80461 -1.76224
C -4.41138 3.74109 -6.73451
C 7.17060 -10.33933 2.58083
C -5.92695 3.02366 -1.63471
C 2.47591 -1.81605 1.13226
C 2.68213 6.52108 -3.59882
C 9.05456 -9.73944 -0.45610
C -1.33788 -3.79791 6.23389
C -1.23352 2.46686 -2.00420
C 1.45772 5.51951 -3.13889
C -3.78591 -0.47204 4.26287
C -4.36085 1.48342 0.74899
C -6.13676 7.78333 -0.92485
C -3.47442 3.30774 -3.03418
C -3.58496 2.05889 -0.55058
H 7.31583 -7.73278 3.80545
H 6.63350 -11.29021 2.64788
H -1.31789 -0.64702 6.78184
H 8.23599 -10.57495 2.52095
H -4.30852 7.31420 0.61485
H 3.87846 -2.46644 4.11118
H -5.25645 -2.78116 -0.79492
H -2.86420 -2.38309 7.95037
H 0.16748 5.40335 -1.19528
H -1.80660 5.60849 -4.71711
H 4.76120 -4.70480 2.76137
H 8.47259 -9.51286 -1.35363
H 0.30717 7.07954 -2.00570
H 1.76636 0.05104 -3.57470
H 5.26782 -2.13988 1.15581
H -2.73210 0.42188 6.77031
H -2.09279 -0.17854 8.29051
H 6.18128 -6.97194 1.76712
H -5.40403 4.17480 -4.02044
H -7.30763 -2.03573 0.33642
H -1.47217 -2.04464 4.99759
H 7.80631 -6.08248 3.46716
H -4.50658 -2.48139 4.19971
H -7.86589 5.01643 -2.98410
H -6.23395 -1.78088 1.82528
H -4.20412 -1.36171 7.56704
H 2.15541 7.51629 -3.91145
H 1.96028 4.47409 -3.04133
H 7.66204 -6.34565 1.11210
H 2.07835 4.24210 -5.37420
H -6.47847 9.69295 0.37406
H 2.22954 -2.55861 0.36406
H -4.99726 9.74721 -0.76192
H -3.78387 0.38921 4.93177
H 2.27896 -0.31042 -0.39802
H 1.26681 5.47892 -6.48151
H -6.54612 0.30745 -0.17976
H 0.32178 3.94061 -6.08813
H -3.85997 5.04045 -4.55412
H 4.66352 -0.26624 4.44807
H 3.29192 6.79149 -2.64846
H 0.31777 6.62466 -4.73105
H 0.26572 -0.99695 -6.83800
H 1.76490 6.32722 -0.99260
H 4.02537 0.33671 2.92831
H -0.01139 0.13477 -2.86460
H -4.46847 -0.23227 3.44108
H -6.48107 2.68158 -2.60413
H -1.44369 5.32670 -2.92661
H -2.78760 -0.58799 3.83336
H 2.54367 -1.43748 3.72926
H 6.22351 -4.33836 1.83884
H 3.31926 6.08892 -4.44975
H -4.90254 4.77824 -6.65620
H -7.86412 7.80150 -2.49640
H -5.11026 -0.57766 -0.97732
H 5.63941 -9.24433 1.54913
H 2.97090 0.30856 1.09174
H -5.12127 2.44634 -5.31127
H -0.50446 -4.23859 5.67995
H 8.76638 -10.72954 -0.09369
H -6.39104 2.42615 -0.77114
H -4.28781 4.71840 0.16975
H 6.98552 -9.80439 3.51307
H -5.09287 3.11039 -7.43756
H -0.07623 0.49556 2.53095
H -2.38319 -3.43577 4.42515
H 1.52055 -1.59859 1.62464
H -0.91564 -3.27024 7.09297
H -0.96168 0.40180 -5.14424
H 1.34138 -1.37731 -5.33843
H -5.22329 -1.52650 5.45992
H -3.34985 3.77266 -7.21063
H 9.30954 -7.74515 0.21707
H 10.10809 -9.79144 -0.74397
H -1.96622 -4.61441 6.59974
H -6.66892 9.96508 -1.51466
H 5.43297 -0.74060 2.93869
H 8.91501 -7.40459 3.10748
H 0.45162 1.59004 -5.61876
H 9.43915 -8.93926 1.50110
H 0.83062 3.30126 -1.64132
H 0.75823 1.49318 -1.26105
H 3.95886 -0.67565 -0.00745
H 4.34797 -3.52580 0.58610
H 6.59583 -10.25680 0.52624
H 5.82047 -3.36607 3.25138
H 1.91204 -0.08542 -6.53847



(2)
164
Properties=species:S:1:pos:R:3 method="wB97M-V/def2-TZVPD" smiles="COCCCCCCC[C@]1(C[C@@H](C)F)OS(=O)(=O)[C@@](CCF)(c2ccccc2)[C@H](CC(=O)OC(C)=O)[C@@H]1C[C@H](C)Br.CCOP(=O)(OCC)OCC.CCOP(=O)(OCC)OCC.CCOP(=O)(OCC)OCC" energy_ha=-7508.66434
Br 0.06360 -3.06659 -7.23011
S -0.27615 0.41426 -1.91042
P 4.11967 -1.53078 5.68686
P -3.82260 3.99620 5.95495
P 2.79451 6.82511 -4.39610
F 1.79767 1.44484 -6.10270
F -0.13132 -3.77121 0.87722
O 0.82872 -0.39286 -2.70704
O -4.17689 3.04348 4.87365
O 4.06299 -3.02224 6.34158
O -4.83319 5.24078 5.66313
O -1.03255 1.33762 -2.70342
O 1.69378 6.68812 -3.23386
O 2.72768 -0.88568 6.26100
O 0.42270 1.06551 -0.84348
O 4.16610 6.61645 -4.92097
O -2.80277 5.01394 6.66393
O 2.73406 8.44780 -4.22926
O 3.54876 -2.14282 4.31332
O -4.53068 3.37635 7.29467
O -4.36602 -4.41641 -2.00709
O 0.91082 -8.41510 -0.42763
O 5.18576 -0.87814 6.48412
O -4.98344 -5.31573 -3.99559
O 1.81973 6.61292 -5.69048
O -4.56124 -2.58667 -3.29564
C -6.20536 -5.98533 -2.09239
C -1.87047 0.31251 0.84533
C -3.87455 -3.26640 -2.60898
C -4.49873 1.97703 7.56207
C 2.62913 0.50468 6.55549
C -6.93048 4.65782 4.57568
C -5.14685 -5.20772 -2.82724
C 4.13960 9.71070 -5.76082
C -1.97114 -1.56466 -2.57075
C -2.31487 -0.39793 -0.27624
C 1.12456 -2.56007 -3.74428
C -2.70531 -2.81439 -7.14085
C 3.03786 -3.96913 -2.97186
C -2.44273 -2.99131 -2.23170
C -1.17614 -1.40260 -3.90945
C 2.39178 1.35257 5.32140
C 0.54801 4.59456 -2.71709
C 3.62223 -4.38099 -1.60815
C 1.70064 0.80307 -4.83869
C -0.74202 -2.52109 0.69280
C 2.05499 5.55349 -6.61764
C 2.39972 -1.72274 3.58413
C 1.03158 -7.01013 -0.36256
C -0.27633 -1.90437 -0.62235
C 2.78792 -0.76366 2.47033
C 2.53751 -5.06325 -0.75657
C 3.91503 9.24152 -4.33591
C 0.44505 5.99874 -3.28931
C 2.35329 -2.56816 -2.84023
C -1.32402 -0.95153 -1.28022
C -1.49328 -2.19073 -6.40496
C -2.26133 4.93541 7.98054
C 0.34830 -1.19645 -3.83039
C 3.14422 0.57899 -4.41325
C -4.58362 -0.04194 0.55728
C -4.11792 0.67260 1.65633
C 2.15098 -6.46120 -1.27040
C -3.18614 1.52429 8.17023
C 0.89948 -0.46773 -5.11913
C -0.88896 4.28521 7.98904
C -5.57222 5.32001 4.44328
C -1.63318 -2.50527 -4.90313
C 1.52398 4.22676 -6.12008
C 5.07974 -3.47105 7.23887
C -3.69869 -0.56418 -0.38005
C 1.98390 -9.07719 0.24234
C 4.71942 -3.16646 8.68028
C -2.74533 0.84426 1.78186
H 3.77782 10.10465 -3.68198
H 4.01088 -3.49422 -1.09908
H 1.97997 -2.62578 3.13527
H -1.15520 -3.46670 -4.70961
H 2.32657 -4.70573 -3.34626
H -2.35926 1.68700 7.47472
H 1.17698 -6.65566 0.66662
H -7.59418 5.27376 5.18519
H 2.56463 -8.35407 0.82280
H 2.89463 -5.16994 0.26977
H -5.97210 -7.04874 -2.11409
H 2.04116 3.91923 -5.20871
H -2.87686 -0.97684 -2.71540
H -2.34171 1.40094 2.61945
H -0.23764 6.58231 -2.66919
H -1.55765 -0.48494 -4.36771
H 3.03393 -7.10464 -1.29657
H -2.16340 5.96865 8.31714
H 1.90311 -0.31135 2.01763
H 1.36673 -2.94518 -4.73102
H 1.66386 3.45255 -6.86590
H -4.84189 1.08875 2.34506
H -5.64499 -0.19962 0.40828
H 0.01261 -0.11748 -5.64941
H -0.35980 4.02507 -2.91804
H -0.02633 -2.72783 -1.29111
H -2.96761 2.07265 9.08750
H 5.58283 -3.30713 9.33191
H -3.22356 0.46111 8.41035
H -0.56533 4.08121 9.00998
H -0.15457 4.94334 7.52314
H -7.19642 -5.76590 -2.48075
H 5.14318 10.12226 -5.87833
H 2.26687 2.40061 5.59681
H 1.53985 5.83079 -7.53902
H -7.39277 4.52665 3.59620
H -6.86362 3.68713 5.06637
H 3.11905 -1.84360 -3.11319
H 4.00384 8.90383 -6.48007
H 4.77996 8.69655 -3.96076
H 3.14929 0.36397 -3.34450
H -2.70232 -2.66588 -4.76793
H -2.59036 -3.89827 -7.12487
H -4.12797 -1.08241 -1.22885
H -5.70018 6.37978 4.21792
H -1.81275 -2.72699 0.74772
H 3.84666 -3.87234 -3.70124
H 3.11570 5.47244 -6.86196
H 2.66490 -9.47666 -0.51541
H 1.49481 1.03127 4.78946
H 0.69212 4.63346 -1.63672
H 3.51417 0.85459 7.08985
H 0.45745 4.29605 -5.89686
H 0.41338 -3.27376 -3.30378
H 1.78402 0.61148 7.23809
H 3.41987 10.48950 -6.02063
H 5.16962 -4.54996 7.10236
H 1.61616 -1.31470 4.21799
H -1.81176 -3.78484 -2.63962
H 1.40398 4.05963 -3.12941
H 1.19063 1.52847 -4.20577
H -2.43735 -3.18474 -1.15463
H 0.01452 6.00025 -4.28733
H 0.09492 -6.57649 -0.72312
H -0.81494 0.46676 1.03210
H -5.00326 4.88995 3.62033
H -2.61723 -2.52117 -8.18939
H 1.73722 -6.41018 -2.27924
H -1.52966 -1.13038 -6.64273
H -0.88603 3.35576 7.41921
H -0.46682 -1.93843 1.57258
H 2.13661 -2.44476 -1.78114
H -2.94149 4.45824 8.68142
H -6.20678 -5.70601 -1.03607
H 3.62059 -0.20278 -5.00290
H 3.23605 1.28086 4.63247
H 4.46144 -5.07348 -1.72894
H 3.92423 -3.83268 9.02043
H 1.56410 -9.86093 0.86923
H 1.62780 -4.45799 -0.82719
H 3.44577 0.02493 2.83429
H 3.33578 -1.29472 1.69011
H 6.04358 -3.03894 6.97474
H 3.66010 1.52946 -4.56028
H -3.65102 -2.46782 -6.72707
H 1.51709 -1.11993 -5.72586
H -4.71546 1.40163 6.66009
H 4.35028 -2.14850 8.80048
H -5.31099 1.78308 8.26418
H 0.66104 -1.38521 -0.42293